{"formula": "C33H40Br2N2ORuSe2Si", "method": "wB97M-V/def2-TZVPD", "species": ["Ru", "Br", "Br", "Se", "Se", "Si", "O", "N", "N", "C", "C", "C", "C", "C", "C", "C", "C", "C", "C", "C", "C", "C", "C", "C", "C", "C", "C", "C", "C", "C", "C", "C", "C", "C", "C", "C", "C", "C", "C", "C", "C", "C", "H", "H", "H", "H", "H", "H", "H", "H", "H", "H", "H", "H", "H", "H", "H", "H", "H", "H", "H", "H", "H", "H", "H", "H", "H", "H", "H", "H", "H", "H", "H", "H", "H", "H", "H", "H", "H", "H", "H", "H"], "coordinates": [[-0.14076, -0.21280, -0.06877], [-6.85117, -1.74689, -0.10553], [-4.07387, 2.93081, -1.01757], [1.78133, 1.37471, -0.32596], [0.15885, 0.17866, 2.46021], [-1.25989, -1.24911, -2.84527], [-1.39683, 1.26547, 0.03340], [-2.66976, -0.39184, 0.94906], [-1.46471, -1.97941, -0.07724], [-1.47526, -5.86500, -3.51701], [-4.61435, 0.66470, 3.07978], [2.19715, 1.99588, 1.48644], [0.97827, 1.93611, 2.38100], [-5.07973, -1.10013, -0.21800], [-2.15273, 0.83478, -6.92907], [3.19044, 0.04587, -0.46364], [-2.78468, -3.98502, 0.11171], [-4.03066, -1.94114, -0.21967], [-1.84398, -0.51631, -6.89624], [-2.69657, 0.99170, 0.63597], [-2.53088, -3.71546, -3.33100], [-2.60716, -0.59485, -1.70665], [1.64675, -0.82224, 3.20750], [-4.99211, 0.37417, -0.40625], [-2.98036, -1.08506, 2.20140], [-0.15863, -3.90433, -3.06854], [-3.45056, -0.26606, 3.40194], [-2.80753, 1.96691, 1.80938], [-1.60255, -0.42188, -4.48457], [-3.97561, -3.38378, -0.06042], [-0.24128, -5.27473, -3.28470], [-1.29928, -3.10115, -3.08010], [-4.13580, 2.02418, 2.55912], [-1.57326, -1.13694, -5.68367], [-1.50214, -3.23794, 0.13364], [-0.25418, -4.01208, 0.39436], [-2.72085, -1.22445, -0.25951], [-3.94805, 1.20873, -0.23728], [-2.18375, 1.56655, -5.74917], [-2.62267, -5.08260, -3.54442], [-1.91026, 0.94304, -4.54178], [0.32498, -0.62546, -2.05285], [2.56611, 3.01662, 1.40068], [-2.36906, 1.31894, -7.87268], [-3.98542, 2.70064, 3.40385], [-1.81670, -1.08880, -7.81446], [-1.54219, -6.93143, -3.69050], [-2.32205, 0.45369, -1.70180], [-5.25838, 0.18031, 2.34135], [3.00402, -0.79518, 0.20110], [1.21929, 2.23828, 3.40010], [2.00951, -0.29357, 4.08593], [-4.90363, 2.48482, 1.93552], [-3.58559, -5.53781, -3.73849], [0.62268, -3.36448, 0.38406], [1.13926, -1.36141, -2.08947], [0.17415, 2.57131, 2.00879], [-0.32216, -4.51148, 1.36314], [-2.72091, -5.05736, 0.24019], [-3.56749, -0.64738, -2.21148], [-2.62671, 0.29049, 3.85259], [1.25451, -1.79034, 3.50919], [0.65657, -5.88017, -3.28207], [-3.43650, -3.11638, -3.36351], [-2.57247, 2.94581, 1.38989], [-5.23314, 0.81550, 3.96473], [-1.33949, -2.19587, -5.67617], [-3.75077, -1.00636, 4.14636], [2.45113, -0.95972, 2.49074], [-2.09673, -1.66687, 2.50478], [3.00805, 1.37289, 1.86151], [0.66520, 0.26965, -2.58214], [-2.42251, 2.62219, -5.77186], [3.21862, -0.29271, -1.49521], [-4.89605, -3.95423, -0.05246], [0.81723, -3.46160, -2.89712], [4.13215, 0.52787, -0.21323], [-3.76689, -1.81620, 2.00833], [-1.93871, 1.53933, -3.63447], [-5.87588, 0.79455, -0.87121], [-1.99978, 1.73198, 2.50064], [-0.13315, -4.78404, -0.36696]], "mulliken_charge": [-0.57, -0.11, -0.03, 0.31, 0.47, -0.39, -0.58, 1.37, 0.53, -0.53, -0.62, -0.97, -0.80, -0.01, -0.48, -1.05, -0.87, 0.46, -0.75, 1.82, -0.09, 0.72, -1.24, -0.55, -0.62, -0.50, -0.97, -1.97, 0.40, -0.93, -0.68, 0.75, -0.88, -0.29, -0.26, -1.71, 0.50, -0.54, -0.78, -0.89, -0.31, -1.18, 0.47, 0.39, 0.56, 0.41, 0.40, -0.37, 0.11, 0.29, 0.67, 0.41, 0.38, 0.44, 0.11, 0.60, 0.30, 0.45, 0.54, 0.58, 0.24, 0.36, 0.43, 0.46, 0.57, 0.57, 0.33, 0.53, 0.32, 0.20, 0.42, 0.77, 0.43, 0.37, 0.48, 0.34, 0.43, 0.37, 0.26, 0.74, 0.10, 0.35], "e_homo_ev": [-10.6, -10.7], "energy_ev": -321127.6615, "relative_energy_ev": 3.860, "multiplicity": 2, "total_charge": 1, "gap_ev": [7.22, 7.11], "max_force_ev_per_a": 1.0}



{"formula": "C4H8Cl4", "method": "wB97M-V/def2-TZVPD", "species": ["Cl", "Cl", "Cl", "Cl", "C", "C", "C", "C", "H", "H", "H", "H", "H", "H", "H", "H"], "coordinates": [[1.40855, 2.58058, -2.09206], [-1.96392, -2.58544, 1.14088], [2.93785, -1.27263, -1.04918], [-1.54025, 0.13643, -0.20184], [-2.48475, -0.00519, 1.35327], [-1.94763, -1.20524, 2.22511], [2.00533, 0.92966, -2.35813], [2.31514, 0.34907, -0.94037], [-3.52570, -0.08411, 1.03974], [-2.62256, -1.42146, 3.05325], [-2.35928, 0.97534, 1.81256], [1.44721, 0.29337, -0.28333], [3.06466, 0.89717, -0.36949], [-0.92349, -1.01599, 2.54670], [1.24110, 0.45444, -2.97313], [2.94774, 0.97400, -2.90400]], "mulliken_charge": [-0.20, -0.17, -0.21, -0.16, -0.57, -0.34, -0.43, -0.26, 0.35, 0.30, 0.30, 0.13, 0.32, 0.28, 0.31, 0.34], "e_homo_ev": -10.6, "energy_ev": -54367.4998, "relative_energy_ev": 0.478, "multiplicity": 1, "total_charge": 0, "gap_ev": 11.36, "max_force_ev_per_a": 2.1, "smiles": "ClCCCl.ClCCCl"}



{"formula": "C10H29NO6", "method": "wB97M-V/def2-TZVPD", "species": ["O", "O", "O", "O", "O", "O", "N", "C", "C", "C", "C", "C", "C", "C", "C", "C", "C", "H", "H", "H", "H", "H", "H", "H", "H", "H", "H", "H", "H", "H", "H", "H", "H", "H", "H", "H", "H", "H", "H", "H", "H", "H", "H", "H", "H", "H"], "coordinates": [[0.62476, -0.51266, -3.30136], [1.29391, 3.09661, 3.71326], [1.05689, -2.51958, -1.48784], [-5.82880, -2.15346, -3.12352], [3.22698, 1.18742, 3.95273], [2.65982, 1.43967, -3.36609], [-1.42176, 0.51827, 2.12066], [2.51483, 0.18091, 4.50419], [-4.43466, -2.03513, -3.17857], [-0.29404, -0.13136, -4.30822], [1.36376, -2.48849, -0.08686], [-0.04243, 3.23986, 4.00506], [-0.28826, 0.77700, 1.39398], [-0.43685, 0.18981, 0.17940], [-2.35991, -0.10487, 1.36051], [-1.66760, -0.37309, 0.08715], [3.09244, 1.15217, -2.11133], [1.67758, 0.46040, 5.14373], [-0.58428, -0.94534, -4.97251], [-3.36155, -0.38216, 1.65418], [-6.00061, -3.04082, -3.44707], [-3.99615, -2.27811, -4.14644], [3.97756, 1.75267, -1.90138], [-0.49669, 3.82321, 3.20416], [0.26929, 0.21346, -0.63743], [2.10765, -0.54603, 3.80144], [-4.06584, -2.90946, -2.64228], [0.33715, -3.14850, -1.57750], [0.27442, -1.25475, -2.80319], [1.84548, -3.41661, 0.22078], [3.06905, -0.51090, 5.13848], [3.27027, 0.07816, -2.16587], [2.17033, 0.65161, -3.61301], [0.55628, 1.34622, 1.75334], [-1.23642, 0.14061, -3.83278], [-1.61037, 0.75827, 3.08343], [-4.00706, -1.18060, -2.65412], [2.40523, 1.41723, -1.30785], [0.47804, -2.34671, 0.53240], [-0.41128, 2.21528, 3.95717], [-1.97241, -0.86997, -0.82203], [2.57273, 1.77475, 3.56726], [-0.22468, 3.77860, 4.93492], [2.05237, -1.73286, 0.29121], [1.80280, 3.91038, 3.69273], [0.04223, 0.77874, -4.80495]], "mulliken_charge": [-0.40, -0.46, -0.52, -0.51, -0.52, -0.57, 0.21, -0.64, -0.59, -0.65, -0.78, -0.36, -0.95, 0.30, -0.80, -0.60, -0.40, 0.25, 0.30, 0.41, 0.31, 0.30, 0.30, 0.29, 0.34, 0.18, 0.29, 0.27, 0.25, 0.39, 0.34, 0.21, 0.40, 0.48, 0.26, 0.20, 0.21, 0.06, 0.29, -0.06, 0.45, 0.41, 0.32, 0.28, 0.25, 0.28], "e_homo_ev": -8.2, "energy_ev": -24610.9205, "multiplicity": 1, "total_charge": 0, "gap_ev": 8.59, "max_force_ev_per_a": 4.1, "smiles": "c1cc[nH]c1.CO.CO.CO.CO.CO.CO"}



{"formula": "C6H10", "method": "wB97M-V/def2-TZVPD", "species": ["C", "C", "C", "C", "C", "C", "H", "H", "H", "H", "H", "H", "H", "H", "H", "H"], "coordinates": [[0.52747, 1.52459, -0.04993], [2.09516, -0.87566, 0.23543], [-2.50922, -0.50554, -0.01362], [-0.14067, 0.20635, -0.49244], [-1.27198, -0.20778, 0.38521], [0.91610, -0.88532, -0.48929], [-3.26488, -0.90961, 0.66370], [-0.38037, 0.29961, -1.48942], [-2.85917, -0.40832, -1.01031], [-1.03326, -0.34152, 1.45431], [2.42515, 0.01661, 0.81554], [0.58582, -1.85467, -0.85184], [2.71009, -1.69672, 0.38673], [1.42514, 1.73356, -0.62038], [-0.09591, 2.50388, 0.07224], [0.87052, 1.40052, 1.00404]], "mulliken_charge": [-1.50, -0.75, -0.76, 0.61, -0.15, -0.32, 0.24, 0.31, 0.28, 0.25, 0.16, 0.34, 0.30, 0.40, 0.30, 0.29], "e_homo_ev": -9.4, "energy_ev": -6382.2202, "relative_energy_ev": 1.639, "multiplicity": 1, "total_charge": 0, "gap_ev": 10.61, "max_force_ev_per_a": 4.0, "smiles": "C=CC(C)C=C"}



{"formula": "C17H24FNPdSe3Si2Te", "method": "wB97M-V/def2-TZVPD", "species": ["Te", "Pd", "Se", "Se", "Se", "Si", "Si", "F", "N", "C", "C", "C", "C", "C", "C", "C", "C", "C", "C", "C", "C", "C", "C", "C", "C", "C", "H", "H", "H", "H", "H", "H", "H", "H", "H", "H", "H", "H", "H", "H", "H", "H", "H", "H", "H", "H", "H", "H", "H", "H"], "coordinates": [[-0.72365, -2.75356, -2.41551], [0.30696, 0.37137, 0.02959], [2.06773, -0.04561, -1.38286], [-1.41216, -0.51091, -1.64478], [1.68934, -2.73494, -2.60435], [-0.96979, 3.00579, 0.36950], [1.78114, 0.23510, 1.89461], [-1.29980, -1.34428, 1.70788], [-1.18686, 1.40065, 1.05064], [1.78946, -3.95503, 1.65843], [2.70181, -2.00826, 3.40426], [0.83904, 3.51635, 0.61957], [-4.23801, -0.25869, 3.40372], [0.90223, 0.93717, 3.43400], [-2.24295, -0.52007, 2.13599], [-4.23409, 1.09960, 3.09835], [2.03595, -1.61709, 2.23952], [1.57974, -2.61258, 1.37906], [-2.03647, 4.36852, 1.12447], [2.87941, -3.34919, 3.70992], [2.42744, -4.32507, 2.83263], [-3.23205, -1.07481, 2.90570], [-1.22860, 2.92120, -1.50516], [3.47777, 1.06511, 1.70085], [-2.17938, 0.86156, 1.78849], [-3.24387, 1.64136, 2.31466], [2.58043, -5.37310, 3.05814], [0.05143, 0.31239, 3.71033], [-3.25427, 2.69668, 2.08719], [1.60792, 0.94225, 4.26866], [3.37527, -3.63458, 4.62958], [-1.73950, 5.32852, 0.69897], [3.09059, -1.25305, 4.08039], [1.46240, -4.70873, 0.95270], [0.53839, 1.95482, 3.28795], [-0.46861, 2.28092, -1.95225], [3.97295, 1.12468, 2.67372], [-5.01799, -0.68509, 4.01882], [3.40486, 2.07602, 1.29889], [0.96817, 4.56167, 0.32541], [-2.20941, 2.52305, -1.77163], [4.10968, 0.48407, 1.02779], [1.05676, -2.33635, 0.47450], [1.50360, 2.91358, 0.00140], [-5.02159, 1.73887, 3.47439], [-1.12838, 3.91465, -1.94807], [1.15881, 3.42309, 1.65912], [-1.89260, 4.42762, 2.20580], [-3.10155, 4.23851, 0.92501], [-3.20415, -2.13794, 3.10036]], "mulliken_charge": [0.18, -0.12, -0.15, -0.42, -0.37, 0.36, 0.70, 0.01, 0.80, -0.79, -0.15, -0.93, -0.35, -1.20, 0.29, -0.98, 0.38, 0.18, -1.32, -0.67, -0.42, -0.86, -1.13, -1.23, 0.33, -0.31, 0.37, 0.31, 0.09, 0.52, 0.37, 0.43, 0.29, 0.37, 0.20, 0.29, 0.34, 0.40, 0.33, 0.49, 0.35, 0.34, 0.17, 0.12, 0.43, 0.35, 0.31, 0.39, 0.40, 0.49], "e_homo_ev": [-7.1, -7.8], "energy_ev": -244794.6395, "relative_energy_ev": 0.000, "multiplicity": 5, "total_charge": 0, "gap_ev": [7.19, 5.34], "max_force_ev_per_a": 1.5}